52
Properties=species:S:1:pos:R:3:forces:R:3:lowdin_charge:R:1 method="wB97M-V/def2-TZVPD" homo_lumo_gap_ev=4.822 de_lowest_kj_mol=11.8 e_homo_ev=-7.055
C 2.1246 5.1387 -1.4644 0.07 0.18 -0.22 -0.075
C 1.1861 4.2688 -0.6769 -0.10 -0.18 -0.08 -0.219
O 0.9044 3.0751 -1.4648 -0.10 0.50 0.72 0.012
C -0.1672 2.4010 -1.0082 -0.96 -1.12 0.08 -0.480
C -0.3507 1.0689 -1.6401 -0.76 1.85 -0.06 -0.164
F 0.3850 0.9293 -2.7501 0.78 -0.38 -1.17 0.053
C -1.7950 0.7564 -1.8539 0.28 -0.42 0.88 -0.452
O -2.5398 0.4286 -0.9350 0.52 0.40 -0.53 0.061
O -2.2091 0.8038 -3.1326 -0.49 -0.21 0.43 0.018
C -3.6291 0.5070 -3.2495 0.10 -0.02 -0.17 -0.221
C -3.9833 0.6349 -4.7044 -0.03 0.03 -0.33 -0.078
O -0.9142 2.8034 -0.1203 0.71 0.04 -0.28 0.053
H 2.4754 5.9501 -0.8247 0.04 0.01 -0.02 0.077
H 2.9906 4.5838 -1.8327 -0.09 0.03 0.06 0.081
H 1.6020 5.5895 -2.3130 0.13 -0.12 0.03 0.081
H 1.6375 3.9517 0.2771 -0.20 0.06 -0.26 0.118
H 0.2481 4.7999 -0.4684 0.27 -0.27 0.03 0.125
H -3.8219 -0.5138 -2.8884 0.10 0.35 0.03 0.124
H -4.2047 1.2172 -2.6390 0.27 -0.28 -0.06 0.131
H -5.0437 0.4141 -4.8388 0.01 0.01 -0.01 0.077
H -3.7977 1.6493 -5.0687 0.01 -0.13 0.04 0.081
H -3.4101 -0.0680 -5.3161 -0.04 0.11 0.08 0.080
C 2.9602 1.2771 5.2183 0.24 0.42 0.41 -0.031
C 2.1459 0.8396 4.0600 -0.23 -0.20 -0.57 -0.198
C 1.8270 -0.5067 3.8878 -0.09 -0.29 0.19 -0.199
F 2.2860 -1.3891 4.8374 -0.49 0.55 -0.66 0.052
C 1.0855 -0.9862 2.8284 0.25 0.06 -0.57 0.064
C 0.6956 -0.1022 1.7659 1.08 0.53 1.36 -0.150
C 0.0841 -0.5273 0.5517 -1.61 0.11 0.70 0.124
C -0.0037 -1.9070 0.1834 0.54 -1.47 -0.73 -0.162
C 0.9842 -2.8678 0.5709 -0.35 0.33 0.06 0.055
C 0.7643 -4.2113 0.3491 0.24 -0.09 0.30 -0.199
F 1.6466 -5.1301 0.8679 -0.46 0.74 -0.50 0.051
C -0.3384 -4.7048 -0.3456 0.09 0.57 0.18 -0.196
C -0.4943 -6.1683 -0.5385 -0.23 -0.53 -0.27 -0.031
C -1.2634 -3.7602 -0.8149 0.21 -0.13 0.09 -0.007
C -1.1068 -2.4083 -0.5599 0.06 0.56 0.19 0.023
C 0.9264 1.2820 2.0089 -0.25 -0.27 -0.53 0.020
C 1.6519 1.7295 3.0953 0.09 -0.17 0.26 -0.008
H 2.9950 2.3684 5.2406 0.06 -0.10 0.08 0.082
H 2.5409 0.9248 6.1666 0.07 -0.01 -0.16 0.094
H 3.9891 0.9041 5.1532 -0.19 -0.01 0.00 0.098
H 0.8214 -2.0398 2.8011 0.11 0.27 0.11 0.123
H -0.5180 0.2150 0.0146 -0.02 -0.82 0.70 0.062
H 1.8903 -2.5483 1.0783 -0.12 -0.17 -0.21 0.129
H -1.3195 -6.3627 -1.2276 0.09 -0.05 0.08 0.083
H 0.4160 -6.6197 -0.9500 -0.15 0.11 0.12 0.094
H -0.7148 -6.6832 0.4054 0.10 0.16 -0.13 0.099
H -2.1302 -4.1110 -1.3787 0.24 0.13 0.19 0.122
H -1.8656 -1.6970 -0.8815 0.15 -0.18 0.08 0.107
H 0.5069 2.0030 1.3110 0.17 -0.15 0.10 0.095
H 1.8501 2.7979 3.2139 -0.12 -0.34 -0.02 0.122

=====

60
Properties=species:S:1:pos:R:3:forces:R:3:lowdin_charge:R:1 method="wB97M-V/def2-TZVPD" homo_lumo_gap_ev=9.965 de_lowest_kj_mol=0.0 e_homo_ev=-9.881 smiles=BrCCBr.BrCCBr.BrCCBr.CCO.CCO.CCO.CCO
Br -1.0945 3.8520 -3.2152 -0.29 -0.19 0.10 0.611
C -3.0292 3.8774 -3.0176 -0.85 -0.45 0.34 -0.718
C -3.6570 2.5035 -2.7721 0.63 0.13 -0.86 -0.695
Br -5.5759 2.7582 -2.6806 -0.05 -0.05 0.26 0.666
H -3.4663 4.2538 -3.9368 0.27 0.28 -0.02 0.046
H -3.3001 4.5194 -2.1826 0.33 0.23 -0.06 0.044
H -3.2767 1.9818 -1.9001 -0.23 0.14 0.17 0.016
H -3.5267 1.8769 -3.6513 0.16 -0.10 0.11 0.050
Br 0.3481 -5.9062 1.6901 -0.35 0.11 -0.24 0.590
C -1.0604 -5.2241 0.5025 -0.06 0.00 0.11 -0.682
C -1.5172 -3.8397 0.9040 0.36 0.05 0.17 -0.691
Br -2.5459 -3.9458 2.5752 0.23 0.26 -0.45 0.600
H -1.9045 -5.9074 0.5399 0.17 -0.20 0.10 0.048
H -0.6282 -5.2586 -0.4941 0.02 0.21 -0.01 0.054
H -2.1424 -3.3781 0.1417 -0.28 -0.27 0.05 0.055
H -0.6828 -3.1552 1.0522 -0.03 -0.07 0.26 0.031
Br -0.4863 0.0840 5.3995 -0.21 0.17 -0.61 0.564
C -0.6044 0.6414 3.4859 0.95 -0.61 0.94 -0.644
C 0.7570 1.1283 3.0322 -0.89 0.58 -0.27 -0.700
Br 1.1301 2.9675 3.6196 0.01 -0.49 -0.06 0.586
H -1.4155 1.3555 3.4443 0.04 0.10 -0.20 0.039
H -0.7918 -0.2678 2.9189 -0.35 0.01 0.10 0.042
H 0.7097 1.1573 1.9464 0.30 0.10 0.00 0.036
H 1.5465 0.4652 3.3636 0.13 0.14 0.06 0.046
C -3.7801 2.5640 0.9260 -0.17 0.87 0.43 -0.082
C -2.6082 3.5496 0.7613 -0.82 -1.26 -0.32 -0.315
O -3.0697 4.8887 0.7229 0.36 -0.12 0.04 -0.066
H -4.3928 2.8412 1.7891 0.19 -0.21 0.15 0.078
H -3.4306 1.5368 1.0233 -0.15 0.01 -0.01 0.055
H -4.4521 2.6866 0.0745 0.09 -0.27 -0.09 0.033
H -2.1926 3.2485 -0.2057 0.48 0.70 0.00 0.072
H -1.8507 3.3939 1.5304 0.11 0.11 0.02 0.101
H -3.0123 5.2069 1.6291 -0.13 0.22 -0.12 0.088
C 2.9463 -2.5719 2.1147 -0.19 1.48 -0.28 -0.069
C 3.1010 -2.2398 0.6372 0.09 -0.50 0.04 -0.301
O 3.1040 -0.8268 0.3747 0.12 -0.36 0.39 -0.099
H 2.8520 -3.6408 2.2661 0.05 -0.06 0.09 0.060
H 2.0703 -2.0445 2.5053 -0.20 -0.35 0.01 0.066
H 3.7801 -2.1290 2.6627 0.17 -0.39 0.04 0.081
H 2.2769 -2.6727 0.0609 0.09 -0.28 0.01 0.107
H 4.0456 -2.6793 0.3043 -0.07 0.02 -0.24 0.113
H 3.4710 -0.7466 -0.5167 -0.25 0.27 -0.16 0.050
C 5.6815 -1.1118 -2.8022 -0.07 0.90 0.63 -0.077
C 4.7546 0.1094 -2.7675 0.46 -0.75 -0.61 -0.310
O 3.4224 -0.3679 -2.6049 -0.17 0.07 0.27 -0.094
H 6.6370 -0.7309 -3.1689 0.15 -0.38 0.16 0.077
H 5.3422 -1.9336 -3.4241 -0.21 0.14 -0.18 0.076
H 5.7802 -1.4579 -1.7712 0.27 -0.27 -0.14 0.067
H 4.9003 0.6500 -3.7086 -0.41 0.15 0.07 0.110
H 5.0686 0.7507 -1.9394 -0.16 0.11 -0.02 0.113
H 2.7817 0.3522 -2.6353 0.20 0.05 -0.04 0.091
C -1.7626 -0.1322 -0.5891 -0.37 0.06 -0.83 -0.077
C -0.3034 -0.4556 -0.7832 0.32 -0.23 1.56 -0.271
O 0.2069 -0.7663 0.5349 0.16 0.04 -0.34 -0.131
H -1.8818 0.8781 -0.1981 0.07 -0.08 -0.03 0.044
H -2.2917 -0.8130 0.0771 0.27 -0.17 0.09 0.077
H -2.2632 -0.1964 -1.5622 -0.08 0.19 0.11 0.080
H 0.2201 0.4323 -1.1470 0.02 -0.13 -0.35 0.112
H -0.1166 -1.3243 -1.4181 -0.16 0.15 -0.30 0.113
H 1.1798 -0.7868 0.4825 -0.07 0.16 0.00 0.034

=====

11
Properties=species:S:1:pos:R:3:forces:R:3:lowdin_charge:R:1 method="wB97M-V/def2-TZVPD" homo_lumo_gap_ev="7.406 / 7.508" de_lowest_kj_mol=0.0 multiplicity=5 s2=6.006 e_homo_ev="-12.791 / -12.762" charge=+1
O 2.8613 0.2057 0.3753 -1.23 0.24 -0.16 0.038
C 3.4283 -0.8237 0.3835 2.32 -0.84 0.25 -0.320
O 4.1564 -1.7139 0.4246 -1.38 0.62 -0.16 0.323
C -1.3649 0.9956 -0.6695 0.62 0.20 0.00 -0.308
C -1.5705 -0.3362 0.0850 -1.11 -0.30 -0.59 -0.449
O -0.5117 -0.5664 1.0225 2.07 2.19 0.03 -0.439
Ho 0.5926 1.1947 0.6297 -2.41 -2.49 0.00 1.866
H -1.2573 0.8528 -1.7566 0.00 0.09 0.39 0.032
H -2.1854 1.7105 -0.4990 0.40 -0.13 -0.01 0.033
H -1.6125 -1.1869 -0.6254 0.18 0.39 0.38 0.112
H -2.5363 -0.3323 0.6298 0.55 0.04 -0.14 0.112

=====

15
Properties=species:S:1:pos:R:3:forces:R:3:lowdin_charge:R:1 method="wB97M-V/def2-TZVPD" homo_lumo_gap_ev=8.468 de_lowest_kj_mol=495.5 e_homo_ev=-13.478 charge=+1
C 2.3683 -0.0422 0.1216 2.00 0.05 0.42 0.162
C 0.0629 -0.9417 -0.1640 2.96 -2.61 -4.43 -0.112
C 0.0853 1.1053 -0.2035 0.62 -0.55 3.60 -0.030
C -2.1627 -0.0086 0.1520 -2.21 -1.27 0.07 -0.061
N -0.8803 0.0574 -0.4569 0.32 -0.23 -1.31 -0.166
N 1.1303 0.0406 -0.0758 -0.03 0.78 0.75 -0.096
H 3.0642 0.8618 0.1970 -1.33 -1.24 -0.25 0.158
H 2.8197 -1.0701 0.2437 -0.57 1.21 -0.17 0.148
H -0.0255 -1.6764 0.6500 -0.15 0.30 -0.33 0.143
H 0.7111 -1.5703 -1.4086 -2.53 0.80 3.31 0.245
H 0.3217 1.8816 -0.8366 0.14 1.35 -2.21 0.115
H 0.1005 1.5787 0.8265 -0.74 -0.44 -0.72 0.169
H -2.8232 0.8124 -0.1664 0.54 -0.08 0.43 0.104
H -2.8071 -0.9560 -0.0874 1.72 1.49 -0.06 0.140
H -1.9650 -0.0724 1.2085 -0.74 0.44 0.91 0.080